ORCA calculation (wB97M-V/def2-TZVPD) on a cluster of 2 separate species, C6H13O2 in total at a distorted geometry.

Results
HOMO level	-2.195	eV
energy relative to the best compared isomer or geometry (same formula, charge and spin)	74.8	kcal/mol
LUMO level	3.20	eV
charge	-1
orbital gap	0.1984	Eh

Cartesian coordinates (Å):
C (-2.59329, -0.35106, -0.20894)
O (-3.68577, 0.04485, -0.87540)
C (-1.83286, 0.73767, 0.54501)
C (-0.37293, 0.30145, 0.84710)
C (0.47420, 0.42161, -0.37149)
C (1.81201, 0.54840, -0.45188)
C (2.62468, 0.33096, -1.70768)
H (-2.74655, -1.13520, 0.59454)
H (-1.87776, -0.93533, -0.85715)
H (-2.29190, 0.88764, 1.53067)
H (-1.76590, 1.73619, 0.11376)
H (-0.40006, -0.74785, 1.16089)
H (0.03551, 0.90636, 1.66554)
H (-0.02540, 0.27256, -1.32922)
H (2.23655, 0.84974, 0.50976)
H (3.54057, -0.18379, -1.41286)
H (2.01642, -0.29196, -2.35629)
H (2.91142, 1.28400, -2.15533)
H (2.24697, -1.29429, 1.11882)
H (3.13316, -0.98144, 2.35249)
O (2.67862, -1.68422, 1.88032)

Cartesian forces, eV/Å:
-0.6503 -0.3375 -0.7301
0.0715 -0.0290 0.3041
1.2577 0.0390 1.3572
-0.6121 0.6801 -0.1617
1.1305 -0.6137 -1.0232
-1.3581 0.3376 0.8870
-0.1729 0.4277 1.2022
-0.2826 0.0390 0.1743
0.3572 0.3366 -0.1184
-0.2915 0.0371 -0.1558
-0.3907 -0.0729 -0.6509
0.0956 -0.0042 0.0536
0.1660 -0.1863 0.0350
-0.2870 -0.2591 0.1683
0.7378 -0.2044 -0.2892
0.0437 -0.1610 -0.3249
0.2525 0.0962 -0.4040
-0.0275 -0.1057 -0.3077
-0.1677 0.4147 -0.2065
-0.1733 0.1207 -0.2295
0.3012 -0.5549 0.4202

Results of the natural (NBO) charge analysis, in e, for atoms 1 through 8:
1 C 0.00
2 O -0.94
3 C -0.41
4 C -0.46
5 C -0.13
6 C -0.27
7 C -0.64
8 H 0.05